## P
A 2-piece molecular cluster, C4H14N3 overall. Source: the Open Molecules 2025 dataset; level of theory: ωB97M-V/def2-TZVPD.

Structure (ORCA input):
```
! RIJCOSX wB97M-V def2-TZVPD def2/J DEFGRID3
* xyz 1 1
C 1.02 -0.46 -2.50
C 1.28 0.86 -0.49
N 0.85 0.77 -1.74
N 2.02 -0.09 0.03
N 0.93 1.96 0.22
H 0.19 1.46 -2.08
H 2.39 -0.82 -0.55
H 2.39 -0.12 0.96
H 0.69 2.80 -0.26
H 0.40 1.87 1.06
H 0.44 -0.38 -3.42
H 0.73 -1.40 -2.05
H 2.06 -0.53 -2.86
C -2.34 -0.08 1.61
C -1.45 -1.32 1.90
H -1.85 0.88 1.69
H -2.67 -0.16 0.56
H -3.24 -0.25 2.18
H -1.23 -1.86 0.96
H -2.08 -2.07 2.36
H -0.53 -1.07 2.42
*
```

Properties
M: 104.18 g/mol
LUMO: -3.02 eV
orbital gap: 11.47 eV



## Q
An isolated ion of composition C4H14N3 and charge +1. Source: the Open Molecules 2025 dataset; level of theory: ωB97M-V/def2-TZVPD.

Structure (ORCA input):
```
! RIJCOSX wB97M-V def2-TZVPD def2/J DEFGRID3
* xyz 1 1
C 2.40 -0.47 -0.27
C 1.55 0.51 0.37
C 0.35 0.77 -0.52
N -0.95 0.04 0.01
C -2.13 0.17 -0.83
N -0.50 -1.33 0.02
N -1.33 0.61 1.27
H 1.99 -1.41 -0.51
H 2.86 0.06 -1.19
H 3.30 -0.58 0.45
H 1.99 1.55 0.52
H 1.45 0.19 1.45
H 0.06 1.72 -0.48
H 0.63 0.40 -1.51
H -3.11 -0.33 -0.27
H -2.50 1.20 -0.87
H -2.14 -0.28 -1.84
H 0.16 -1.62 0.77
H -1.25 -1.95 -0.22
H -0.63 0.53 1.97
H -2.19 0.21 1.68
*
```

Properties
M: 104.18 g/mol
LUMO: -2.84 eV
orbital gap: 11.83 eV



Which one sits at the bottom of the stability order? Q does.



## P
A 2-piece molecular cluster, C4H14N3 overall. Source: the Open Molecules 2025 dataset; level of theory: ωB97M-V/def2-TZVPD.

Structure (ORCA input):
```
! RIJCOSX wB97M-V def2-TZVPD def2/J DEFGRID3
* xyz 1 1
C 1.14 -2.68 0.54
C -0.38 -2.57 -1.21
N -0.21 -2.38 0.05
H 1.42 -2.05 1.37
H 2.00 -2.52 -0.14
H 1.11 -3.72 1.01
H -1.36 -2.40 -1.71
H 0.39 -3.10 -1.77
N -0.84 0.18 0.78
C -0.15 1.01 -0.23
C -0.18 2.45 0.28
N -0.06 3.49 -0.76
H -0.54 0.36 1.70
H -1.87 0.37 0.77
H -0.71 -0.80 0.61
H 0.87 0.65 -0.36
H -0.70 0.88 -1.15
H -1.19 2.53 0.68
H 0.56 2.47 1.10
H -0.17 4.44 -0.40
H 0.88 3.41 -1.18
*
```

Properties
M: 104.18 g/mol
LUMO: -3.08 eV
orbital gap: 10.26 eV



## Q
A 2-piece molecular cluster, C4H14N3 overall. Source: the Open Molecules 2025 dataset; level of theory: ωB97M-V/def2-TZVPD.

Structure (ORCA input):
```
! RIJCOSX wB97M-V def2-TZVPD def2/J DEFGRID3
* xyz 1 1
C 0.54 -1.98 -1.34
C 0.56 -1.27 0.99
N 0.70 -1.00 -0.29
N 0.21 -2.45 1.46
N 0.92 -0.30 1.92
H 0.95 -0.04 -0.49
H -0.18 -3.18 0.89
H 0.50 -2.62 2.41
H 1.49 -0.34 2.75
H 0.21 0.41 1.99
H 0.17 -1.67 -2.31
H -0.33 -2.63 -1.06
H 1.46 -2.55 -1.49
C -0.38 1.90 -0.76
C -1.49 2.96 -0.66
H 0.01 1.76 0.26
H -0.74 0.95 -1.17
H 0.51 2.26 -1.28
H -1.37 3.63 -1.52
H -1.25 3.59 0.20
H -2.51 2.58 -0.50
*
```

Properties
M: 104.18 g/mol
LUMO: -3.17 eV
orbital gap: 11.59 eV



Which one sits at the bottom of the stability order? P does.



## P
C4H14N3 as an isolated structure. Source: the Open Molecules 2025 dataset; level of theory: ωB97M-V/def2-TZVPD.

Structure (ORCA input):
```
! RIJCOSX wB97M-V def2-TZVPD def2/J DEFGRID3
* xyz 1 1
C -1.91 1.01 -0.50
C -1.47 -1.08 0.63
C 0.28 0.85 0.49
C 1.44 -0.12 0.26
N 2.80 0.40 0.15
N -0.83 0.09 -0.20
N 1.16 -0.97 -1.01
H -2.49 0.60 -1.38
H -2.50 1.13 0.36
H -1.53 1.86 -0.94
H -0.84 -1.68 1.30
H -2.34 -0.60 1.07
H -1.94 -1.72 -0.10
H 0.47 1.72 -0.14
H 0.01 1.00 1.52
H 1.41 -0.82 1.09
H 3.04 1.14 0.76
H 2.90 0.73 -0.85
H 1.28 -2.02 -0.82
H -0.06 -0.39 -0.97
H 1.63 -0.70 -1.89
*
```

Properties
M: 104.18 g/mol
LUMO: -2.84 eV
orbital gap: 10.92 eV



## Q
A 2-piece molecular cluster, C4H14N3 overall. Source: the Open Molecules 2025 dataset; level of theory: ωB97M-V/def2-TZVPD.

Structure (ORCA input):
```
! RIJCOSX wB97M-V def2-TZVPD def2/J DEFGRID3
* xyz 1 1
C -2.68 0.86 -0.07
C 1.12 -2.09 0.64
C -1.27 0.36 0.33
C -0.76 -0.79 -0.54
N 1.50 -0.35 -0.81
N 2.08 1.71 0.12
N 0.58 -1.04 -0.30
H -2.92 1.35 0.82
H -2.54 1.49 -0.93
H -3.40 0.10 -0.23
H 0.71 -2.06 1.62
H 1.01 -3.18 0.22
H 2.18 -1.80 0.69
H -1.08 0.16 1.49
H -0.58 1.25 0.36
H -1.46 -1.62 -0.30
H -0.91 -0.48 -1.52
H 1.36 0.22 -1.65
H 2.12 2.45 0.84
H 2.96 1.26 0.00
H 1.98 2.21 -0.76
*
```

Properties
M: 104.18 g/mol
LUMO: -5.13 eV
orbital gap: 9.28 eV



## R
An isolated ion of composition C4H14N3 and charge +1. Source: the Open Molecules 2025 dataset; level of theory: ωB97M-V/def2-TZVPD.

Structure (ORCA input):
```
! RIJCOSX wB97M-V def2-TZVPD def2/J DEFGRID3
* xyz 1 1
N 0.35 1.21 2.35
C -0.70 0.20 2.18
C -0.03 -1.04 1.26
N 0.58 -0.43 0.09
C 0.43 -1.11 -1.22
C -0.42 -0.32 -2.19
N -0.13 1.12 -2.21
H 0.22 1.84 3.13
H 0.57 1.65 1.48
H -0.90 -0.12 3.23
H -1.68 0.50 1.82
H -0.91 -1.74 1.12
H 0.56 -1.46 2.06
H 1.61 -0.36 0.29
H 1.45 -1.17 -1.70
H -0.11 -2.05 -1.19
H -0.32 -0.83 -3.15
H -1.48 -0.47 -2.00
H -0.02 1.54 -1.27
H -0.84 1.65 -2.75
H 0.71 1.22 -2.78
*
```

Properties
M: 104.18 g/mol
LUMO: -3.69 eV
orbital gap: 8.22 eV



Which one sits at the bottom of the stability order? Q does.